No. 1
Below is C32H34ClSbW as an isolated structure, with properties calculated with ωB97M-V/def2-TZVPD.

Values from the calculation:
E_HOMO (spin up / spin down) ... -12.72 / -12.71 eV
Expectation value of S² ... 2.019
Total charge ... +2
LUMO energy (spin up / spin down) ... -8.1 / -8.0 eV
2S+1 ... 3
Electronic energy ... -54602.451 eV

XYZ file:
```
69
C32H34ClSbW, DFT ωB97M-V/def2-TZVPD
C 4.509 -0.622 -4.851
C 3.619 -0.244 -6.023
C 5.725 0.270 -4.698
C 4.852 -2.097 -4.789
Cl 3.133 -0.231 -3.046
H 6.401 0.130 -5.574
H 6.265 0.063 -3.770
H 5.443 1.320 -4.594
H 4.152 -0.407 -6.987
H 3.280 0.791 -5.920
H 2.683 -0.809 -5.976
H 5.476 -2.378 -5.670
H 3.951 -2.711 -4.738
H 5.374 -2.348 -3.861
C 0.490 2.386 -0.363
C 1.892 2.587 -0.250
C 2.480 2.403 -1.558
H 2.387 2.974 0.631
C 1.414 1.957 -2.445
C 0.192 1.908 -1.659
H -0.813 1.796 -2.070
H -0.247 2.538 0.422
H 3.538 2.558 -1.816
H 1.428 1.858 -3.530
C 1.717 -1.702 0.433
C 1.949 -0.596 1.278
C 3.101 0.045 0.812
H 1.341 -0.287 2.113
C 3.651 -0.711 -0.279
C 2.753 -1.801 -0.559
H 2.879 -2.627 -1.238
H 0.968 -2.453 0.629
H 3.594 0.875 1.303
H 4.593 -0.477 -0.754
W 1.859 0.382 -1.074
C -4.911 -3.950 3.085
C -3.928 -4.303 2.159
C -3.191 -3.318 1.497
C -3.353 -1.980 1.859
C -4.364 -1.611 2.734
C -5.115 -2.599 3.379
Sb -2.025 -0.473 0.912
C -3.418 1.172 0.641
C -3.844 1.421 -0.672
C -4.745 2.461 -0.932
C -5.218 3.266 0.116
C -4.776 3.028 1.421
C -3.871 1.987 1.680
C -1.132 0.010 2.849
C -0.822 1.337 3.191
C -0.503 1.635 4.515
C -0.447 0.629 5.479
C -0.695 -0.691 5.115
C -1.020 -1.012 3.789
H -5.502 -4.718 3.566
H -3.758 -5.344 1.906
H -2.487 -3.596 0.694
H -4.603 -0.549 2.925
H -5.904 -2.301 4.070
H -3.487 0.818 -1.513
H -5.096 2.653 -1.952
H -5.913 4.084 -0.074
H -5.129 3.637 2.257
H -3.508 1.829 2.701
H -0.875 2.118 2.417
H -0.297 2.671 4.758
H -0.237 0.892 6.510
H -0.639 -1.486 5.859
H -1.218 -2.060 3.528
```

Löwdin population analysis, charges in e, atoms 1 to 4: atom 1 (C): -0.47, atom 2 (C): -0.07, atom 3 (C): -0.06, atom 4 (C): -0.06

***

No. 2
Below is C32H34F6N2PPtSbSe2 as an isolated structure, with properties calculated with ωB97M-V/def2-TZVPD.

Values from the calculation:
E_HOMO (spin up / spin down) ... -10.02 / -11.30 eV
Expectation value of S² ... 3.769
Total charge ... +1
LUMO energy (spin up / spin down) ... -3.7 / -6.0 eV
2S+1 ... 4
Electronic energy ... -202785.119 eV

XYZ file:
```
79
C32H34F6N2PPtSbSe2, DFT ωB97M-V/def2-TZVPD
Pt 0.021 -0.204 0.025
Se -0.703 2.079 0.661
P -0.626 1.358 2.770
Se 0.294 -0.618 2.791
C 0.244 2.567 3.782
C 1.363 2.195 4.514
C 2.072 3.165 5.203
C 1.656 4.487 5.169
C 0.509 4.845 4.469
C -0.195 3.891 3.760
C -2.354 1.301 3.325
C -2.747 0.301 4.208
C -4.041 0.295 4.701
C -4.935 1.287 4.319
C -4.540 2.283 3.437
C -3.252 2.289 2.929
H 1.694 1.166 4.532
H 2.965 2.883 5.744
H 2.233 5.247 5.678
H 0.171 5.873 4.467
H -1.070 4.172 3.186
H -2.045 -0.465 4.512
H -4.351 -0.484 5.384
H -5.946 1.282 4.705
H -5.237 3.058 3.145
H -2.952 3.057 2.226
C 2.002 -3.649 1.311
C 2.728 -3.015 0.161
C 4.084 -3.221 -0.039
C 4.737 -2.647 -1.116
C 4.044 -1.841 -2.004
C 2.688 -1.605 -1.843
C 1.955 -0.733 -2.827
C 2.032 -2.214 -0.757
N 0.641 -2.020 -0.575
C -0.318 -2.750 -1.161
C 0.005 -4.033 -1.856
C -1.613 -2.225 -1.072
C -2.811 -2.950 -1.593
N -1.706 -0.984 -0.555
C -2.918 -0.347 -0.199
C -3.666 -0.815 0.892
C -3.246 -2.035 1.662
C -4.830 -0.137 1.230
C -5.245 0.974 0.515
C -4.498 1.426 -0.562
C -3.332 0.774 -0.941
C -2.568 1.211 -2.162
H 2.697 -4.163 1.971
H 1.254 -4.367 0.965
H 1.469 -2.896 1.893
H 4.633 -3.836 0.663
H 5.796 -2.817 -1.260
H 4.569 -1.376 -2.829
H 2.657 -0.079 -3.338
H 1.213 -0.092 -2.342
H 1.432 -1.334 -3.576
H 1.075 -4.223 -1.814
H -0.300 -4.000 -2.903
H -0.521 -4.869 -1.392
H -2.703 -3.140 -2.663
H -3.718 -2.370 -1.438
H -2.918 -3.919 -1.103
H -2.163 -2.092 1.764
H -3.576 -2.945 1.154
H -3.693 -2.025 2.654
H -5.416 -0.484 2.073
H -6.164 1.478 0.785
H -4.836 2.283 -1.131
H -2.878 2.205 -2.477
H -2.748 0.518 -2.986
H -1.490 1.224 -1.989
F 2.023 0.498 0.421
Sb 3.286 2.061 0.493
F 1.681 3.011 0.954
F 2.795 2.227 -1.324
F 4.292 3.620 0.573
F 4.654 0.848 0.085
F 3.488 1.616 2.313
```

Löwdin population analysis, charges in e, atoms 1 to 4: atom 1 (Pt): 0.93, atom 2 (Se): 0.79, atom 3 (P): 0.39, atom 4 (Se): 0.56

***

No. 3
Below is C32H34N5O5Ru as an isolated structure, with properties calculated with ωB97M-V/def2-TZVPD.

Values from the calculation:
E_HOMO (spin up / spin down) ... -12.68 / -13.22 eV
Expectation value of S² ... 8.762
Total charge ... +2
LUMO energy (spin up / spin down) ... -6.2 / -7.0 eV
2S+1 ... 6
Electronic energy ... -53992.582 eV

XYZ file:
```
77
C32H34N5O5Ru, DFT ωB97M-V/def2-TZVPD
Ru 0.137 0.002 0.142
O -3.385 2.447 -1.310
C -2.308 1.715 -1.135
O -1.497 1.871 -0.249
C -2.136 0.638 -2.153
C -3.021 0.407 -3.194
C -2.724 -0.607 -4.089
C -1.553 -1.332 -3.929
C -0.724 -1.026 -2.861
N -1.022 -0.070 -1.980
C 0.594 -1.672 -2.559
O 1.091 -2.591 -3.353
O 1.210 -1.326 -1.572
H -3.442 3.133 -0.624
H -3.912 1.010 -3.297
H -3.390 -0.825 -4.913
H -1.315 -2.116 -4.636
H 0.541 -2.783 -4.125
C 3.468 1.947 5.375
C 2.100 2.081 5.979
C 1.919 2.133 7.357
C 0.656 2.257 7.917
C -0.461 2.351 7.101
C -0.307 2.322 5.724
C 0.962 2.171 5.175
N 1.118 2.146 3.756
C 0.527 1.288 2.899
N -0.106 0.229 3.451
C -0.947 -0.763 2.897
C -1.082 -0.981 1.523
C -1.940 -1.993 1.080
C -2.637 -2.777 1.977
C -2.476 -2.551 3.340
C -1.643 -1.554 3.827
C -1.501 -1.341 5.309
N 0.610 1.473 1.598
C 1.130 2.691 1.070
C 2.296 2.615 0.304
C 2.825 3.747 -0.291
C 2.186 4.966 -0.115
C 1.027 5.038 0.643
C 0.467 3.913 1.244
C -0.794 4.042 2.049
H 4.214 1.783 6.150
H 3.760 2.847 4.828
H 3.513 1.110 4.675
H 2.787 2.071 8.001
H 0.547 2.290 8.992
H -1.447 2.469 7.531
H -1.168 2.435 5.075
H 1.737 2.825 3.335
H -0.043 0.206 4.459
H -2.061 -2.181 0.017
H -3.296 -3.562 1.632
H -3.016 -3.164 4.050
H -2.126 -2.042 5.856
H -1.800 -0.333 5.608
H -0.471 -1.496 5.648
H 2.791 1.655 0.205
H 3.732 3.681 -0.876
H 2.587 5.862 -0.570
H 0.533 5.994 0.765
H -1.452 4.789 1.605
H -0.578 4.372 3.068
H -1.339 3.100 2.108
C 5.351 -2.054 1.076
N 4.003 -1.717 1.518
C 3.702 -1.784 2.944
C 3.085 -1.303 0.673
O 1.934 -0.970 1.031
H 5.622 -3.038 1.454
H 6.066 -1.320 1.445
H 5.386 -2.077 -0.011
H 4.381 -2.492 3.412
H 2.676 -2.113 3.086
H 3.834 -0.805 3.409
H 3.377 -1.286 -0.379
```

Löwdin population analysis, charges in e, atoms 1 to 4: atom 1 (Ru): 1.61, atom 2 (O): 0.19, atom 3 (C): -0.44, atom 4 (O): 0.06

***

No. 4
Below is C32H34SbZr as an isolated structure, with properties calculated with ωB97M-V/def2-TZVPD.

Values from the calculation:
E_HOMO (spin up / spin down) ... -7.89 / -7.88 eV
Total charge ... +1
LUMO energy (spin up / spin down) ... -4.7 / -4.8 eV
2S+1 ... 1
Electronic energy ... -41543.730 eV

XYZ file:
```
68
C32H34SbZr, DFT ωB97M-V/def2-TZVPD
C -0.460 0.802 -4.615
C 0.123 2.143 -4.483
C 0.376 -0.315 -5.066
C -1.916 0.643 -4.531
H 0.443 -0.359 -6.169
H -0.029 -1.285 -4.742
H 1.408 -0.220 -4.698
H 0.124 2.684 -5.447
H 1.167 2.102 -4.142
H -0.454 2.758 -3.778
H -2.405 0.811 -5.508
H -2.354 1.371 -3.833
H -2.198 -0.369 -4.209
C 2.242 -0.044 0.946
C 2.225 -0.811 -0.265
C 1.832 0.062 -1.341
H 2.561 -1.844 -0.364
C 1.617 1.377 -0.796
C 1.892 1.318 0.615
H 1.922 2.172 1.289
H 2.569 -0.397 1.923
H 1.815 -0.183 -2.402
H 1.398 2.277 -1.373
C -2.172 -1.030 0.298
C -1.208 -2.024 0.714
C -0.391 -2.339 -0.424
H -1.202 -2.538 1.675
C -0.824 -1.522 -1.525
C -1.916 -0.700 -1.072
H -2.514 -0.029 -1.690
H -2.999 -0.650 0.894
H 0.359 -3.129 -0.468
H -0.475 -1.582 -2.554
Zr -0.003 -0.062 0.186
C -1.300 4.670 6.076
C -0.228 4.618 5.174
C -0.068 3.503 4.338
C -0.940 2.414 4.453
C -2.011 2.466 5.348
C -2.202 3.600 6.151
Sb -0.633 0.618 3.213
C 1.049 -0.344 4.222
C 1.350 -1.696 4.022
C 2.445 -2.272 4.681
C 3.241 -1.492 5.529
C 2.937 -0.139 5.725
C 1.822 0.428 5.092
C -2.318 -0.592 3.900
C -2.131 -1.766 4.633
C -3.240 -2.529 5.026
C -4.535 -2.096 4.720
C -4.720 -0.904 4.007
C -3.611 -0.151 3.600
H -1.439 5.545 6.710
H 0.483 5.445 5.114
H 0.743 3.496 3.605
H -2.709 1.632 5.430
H -3.055 3.641 6.832
H 0.731 -2.325 3.377
H 2.662 -3.332 4.536
H 4.094 -1.939 6.040
H 3.555 0.480 6.379
H 1.554 1.465 5.299
H -1.130 -2.088 4.922
H -3.086 -3.461 5.575
H -5.400 -2.680 5.038
H -5.723 -0.546 3.768
H -3.773 0.792 3.071
```

Löwdin population analysis, charges in e, atoms 1 to 4: atom 1 (C): -0.30, atom 2 (C): -0.06, atom 3 (C): -0.06, atom 4 (C): -0.06

***

No. 5
Below is a 2-piece molecular cluster, C32H35ClN2O2S overall, with properties calculated with ωB97M-V/def2-TZVPD.

Values from the calculation:
E_HOMO ... -6.07 eV
Total charge ... 0
LUMO energy ... -1.3 eV
2S+1 ... 1
Electronic energy ... -64182.284 eV

XYZ file:
```
73
C32H35ClN2O2S, DFT ωB97M-V/def2-TZVPD
C 4.669 -4.271 2.052
C 4.667 -3.318 3.237
N 3.800 -2.174 3.052
C 4.044 -1.107 4.005
C 3.409 0.201 3.577
C 1.926 -0.023 3.286
C 1.726 -1.159 2.336
C 2.670 -2.227 2.298
C 2.439 -3.326 1.412
C 1.487 -3.197 0.426
C 0.607 -2.075 0.371
C -0.285 -1.943 -0.720
C -1.528 -1.242 -0.654
C -2.755 -1.893 -0.970
C -3.966 -1.251 -0.828
C -3.985 0.148 -0.545
N -5.143 0.859 -0.646
C -6.343 0.243 -1.181
C -6.488 -1.193 -0.693
C -5.238 -2.015 -0.998
C -5.095 2.302 -0.807
C -4.128 2.938 0.169
C -2.754 2.269 0.159
C -2.775 0.819 -0.203
C -1.583 0.115 -0.261
C 0.664 -1.152 1.454
C 3.261 -4.568 1.542
H 5.253 -3.829 1.238
H 5.154 -5.202 2.351
H 4.384 -3.853 4.164
H 5.679 -2.926 3.402
H 3.651 -1.408 4.994
H 5.131 -0.997 4.099
H 3.524 0.944 4.370
H 3.908 0.587 2.680
H 1.403 -0.243 4.231
H 1.472 0.887 2.870
H 1.366 -3.969 -0.342
H -0.155 -2.619 -1.572
H -2.730 -2.940 -1.279
H -7.193 0.855 -0.853
H -6.329 0.262 -2.287
H -6.667 -1.185 0.388
H -7.365 -1.641 -1.166
H -5.298 -2.429 -2.014
H -5.221 -2.883 -0.328
H -4.790 2.561 -1.836
H -6.111 2.675 -0.649
H -4.021 3.999 -0.076
H -4.529 2.891 1.186
H -2.091 2.781 -0.557
H -2.270 2.400 1.141
H -0.641 0.639 -0.091
H -0.097 -0.378 1.557
H 3.301 -5.058 0.565
H 2.779 -5.275 2.232
Cl 2.324 1.064 -0.165
C 1.238 0.531 -1.330
S 0.624 1.764 -2.393
C 1.804 3.046 -2.897
C 1.711 4.319 -2.322
C 2.451 5.378 -2.848
C 3.337 5.160 -3.908
C 3.459 3.879 -4.455
C 2.695 2.823 -3.952
O 0.209 1.031 -3.579
O -0.340 2.594 -1.684
H 1.528 -0.386 -1.833
H 1.028 4.498 -1.495
H 2.313 6.377 -2.433
H 3.922 5.987 -4.306
H 4.132 3.702 -5.297
H 2.761 1.828 -4.392
```

Löwdin population analysis, charges in e, atoms 1 to 4: atom 1 (C): -0.16, atom 2 (C): -0.16, atom 3 (N): -0.06, atom 4 (C): -0.16

***

No. 6
Below is C32H35CrF6GeIN7OSSb as an isolated structure, with properties calculated with ωB97M-V/def2-TZVPD.

Values from the calculation:
E_HOMO (spin up / spin down) ... -4.37 / -4.75 eV
Expectation value of S² ... 8.844
Total charge ... -1
LUMO energy (spin up / spin down) ... 1.9 / 1.7 eV
2S+1 ... 6
Electronic energy ... -172952.473 eV

XYZ file:
```
86
C32H35CrF6GeIN7OSSb, DFT ωB97M-V/def2-TZVPD
Cr 0.566 0.077 -0.269
S 1.128 -2.067 -0.924
C 0.647 -1.805 -2.595
N 1.056 -2.717 -3.481
N 0.633 -2.628 -4.767
C -0.543 -2.133 -5.333
C -1.755 -2.076 -4.637
C -2.892 -1.602 -5.263
C -2.858 -1.186 -6.591
C -1.668 -1.277 -7.293
C -0.522 -1.760 -6.676
N -0.014 -0.723 -2.968
N -0.318 0.192 -2.040
C -0.919 1.346 -2.633
C -0.927 1.528 -4.021
C -1.501 2.662 -4.573
C -2.061 3.641 -3.765
C -2.071 3.456 -2.391
C -1.529 2.311 -1.830
H 1.329 -2.966 -5.407
H -1.795 -2.412 -3.611
H -3.819 -1.555 -4.705
H -3.749 -0.797 -7.066
H -1.620 -0.954 -8.326
H 0.404 -1.834 -7.237
H -0.478 0.774 -4.650
H -1.498 2.782 -5.650
H -2.481 4.539 -4.199
H -2.496 4.204 -1.733
H -1.582 2.185 -0.760
I -0.481 0.712 3.464
C -1.112 -1.291 3.577
C -0.946 -1.877 4.803
C -1.050 -3.273 4.963
C -1.205 -4.059 3.864
C -1.428 -3.484 2.588
C -1.584 -4.329 1.462
C -1.871 -3.804 0.243
C -2.142 -2.429 0.133
C -2.017 -1.559 1.187
C -1.519 -2.069 2.439
H -0.688 -1.263 5.655
H -0.949 -3.705 5.951
H -1.175 -5.139 3.944
H -1.466 -5.397 1.601
H -1.944 -4.435 -0.634
H -2.492 -2.042 -0.816
C 4.344 0.335 2.627
N 4.025 0.706 1.253
C 4.854 1.487 0.492
C 4.490 1.954 -0.712
C 3.172 1.647 -1.182
N 2.422 0.825 -0.459
C 2.788 0.402 0.771
O 1.948 -0.264 1.404
N 2.700 2.104 -2.336
H 5.424 0.285 2.740
H 3.899 -0.633 2.839
H 3.929 1.068 3.318
H 5.812 1.715 0.935
H 5.125 2.619 -1.273
H 3.043 3.002 -2.647
H 1.710 1.979 -2.511
C -4.664 1.968 0.199
Ge -4.192 0.078 -0.025
C -5.582 -1.001 0.843
C -4.102 -0.407 -1.919
C -2.530 -0.149 1.012
H -5.692 2.063 0.552
H -4.565 2.524 -0.733
H -4.007 2.433 0.936
H -6.485 -1.022 0.228
H -5.840 -0.559 1.807
H -5.253 -2.027 1.010
H -4.859 0.150 -2.474
H -4.297 -1.473 -2.056
H -3.130 -0.169 -2.353
H -2.738 0.312 1.975
H -1.790 0.505 0.531
F 0.072 1.735 0.464
Sb 0.950 4.164 0.021
F 2.940 3.981 0.041
F 1.333 4.410 -1.989
F 1.173 6.016 0.340
F -0.938 4.451 0.480
F 1.228 3.770 1.901
```

Löwdin population analysis, charges in e, atoms 1 to 4: atom 1 (Cr): 0.64, atom 2 (S): 0.68, atom 3 (C): -0.81, atom 4 (N): 0.02